Entry 1:
The following is a quantum chemistry calculation of a 2-piece molecular cluster, C23H26BF10N3O7S overall in a non-equilibrium geometry, from the OMol25 dataset.

Strongest force on any atom ... 2.6 eV/Å
Orbital gap ... 10.060 eV

Cartesian coordinates (Å):
C  -0.0781  3.3038  4.0681
C  -0.1784  2.4107  3.3155
C  -0.2394  1.3451  2.3379
C  -0.1578  1.7689  0.8485
C  -1.0827  2.9539  0.6409
C  -2.5383  2.7155  1.0413
O  -2.8979  3.5273  2.1590
C  -4.1685  3.2134  2.6421
C  -4.1713  2.1004  3.6816
F  -3.0630  2.0815  4.4366
F  -4.3138  0.8697  3.1166
F  -5.2448  2.2796  4.5062
O  -0.7611  0.5594  0.2597
S  -1.3732  0.6990  -1.2343
O  -2.3690  -0.3155  -1.2905
O  -0.1163  0.0245  -2.1028
C  1.2390  0.0218  -1.7326
C  1.7188  -1.4569  -1.8160
B  0.6080  -2.5179  -1.3726
O  -0.4620  -2.8752  -2.1320
O  0.7338  -3.1123  -0.1331
O  1.9787  0.7492  -2.7833
C  1.4505  0.7553  -3.9549
N  0.9804  0.8508  -4.9863
C  1.7054  0.5381  -0.3856
C  1.2883  1.8897  0.2488
C  1.5157  2.9938  -0.8443
C  0.5043  3.3486  -1.9533
N  1.1966  4.1035  -3.0338
C  2.4400  2.2337  1.2686
F  3.5573  2.5523  0.5510
F  2.0659  3.3811  1.9125
C  3.0030  1.3146  2.4267
F  4.2516  1.8323  2.6836
F  2.3236  1.4350  3.5877
C  3.2982  -0.2091  2.2368
F  4.0842  -0.5993  3.2656
F  3.9601  -0.4443  1.0861
F  2.1678  -0.9460  2.2800
H  -0.0620  4.1111  4.7501
H  0.4655  0.5495  2.5259
H  -1.1975  0.8542  2.4641
H  -0.7301  3.8372  1.1570
H  -1.1580  3.2488  -0.3896
H  -3.1865  3.0170  0.2210
H  -2.7560  1.6671  1.2229
H  -4.6085  4.0832  3.1107
H  -4.8445  2.9010  1.8485
H  2.5800  -1.5579  -1.1645
H  2.0704  -1.6747  -2.8192
H  -0.3173  -3.6536  -2.6766
H  1.6716  -3.2101  0.0502
H  1.5912  -0.2822  0.2992
H  2.7736  0.6367  -0.5364
H  2.3865  2.6771  -1.3990
H  1.8006  3.9382  -0.4004
H  -0.2300  4.0478  -1.5908
H  0.0448  2.5150  -2.4598
H  1.5823  3.4451  -3.6953
H  1.9680  4.6195  -2.6322
N  0.0509  -6.3514  -2.3179
C  -0.7577  -6.1697  -1.2744
C  -1.8509  -6.9771  -0.9999
C  -2.1172  -8.0346  -1.8529
C  -1.2844  -8.2399  -2.9413
C  -0.2192  -7.3733  -3.1281
H  -0.5136  -5.3258  -0.6384
H  -2.4748  -6.7785  -0.1399
H  -2.9610  -8.6885  -1.6740
H  -1.4566  -9.0525  -3.6331
H  0.4557  -7.4993  -3.9674

Forces on atoms 1 to 3 (eV/Å):
-0.08 1.92 1.72
0.24 -1.72 -1.64
-0.17 -0.08 -0.16

Atom charges from the Mulliken analysis, given in e for atoms 1 to 4: atom 1 (C): -0.79, atom 2 (C): -1.24, atom 3 (C): -0.33, atom 4 (C): 0.70

---

Entry 2:
The following is a quantum chemistry calculation of C23H26BiF3N2O11S2Si as an isolated structure, from the OMol25 dataset.

Strongest force on any atom ... 0.3 eV/Å
Orbital gap ... 8.333 eV
Relative energy (zero: lowest compared OMol25 entry of this formula, charge and spin) ... 0.0 kJ/mol

Cartesian coordinates (Å):
Bi  2.4458  -0.5304  -0.7331
O  -1.8875  -2.7748  -0.8040
C  -0.5842  -2.5521  -0.8801
O  -0.0962  -1.6081  -1.4463
C  0.2325  -3.5947  -0.1685
C  -0.3650  -4.6564  0.4967
C  0.4506  -5.5557  1.1609
C  1.8219  -5.3674  1.1232
C  2.3223  -4.2787  0.4184
N  1.5456  -3.4057  -0.2097
C  3.7974  -3.9621  0.3724
O  4.6418  -5.0015  0.4447
O  4.2106  -2.8414  0.2920
H  -2.3598  -2.0520  -1.2717
H  -1.4402  -4.7521  0.5038
H  0.0238  -6.3840  1.7098
H  2.4839  -6.0358  1.6587
H  4.1707  -5.8404  0.3720
F  4.2697  4.3779  -1.5951
C  3.4709  3.6488  -0.8186
F  2.2917  3.5183  -1.4221
F  3.2856  4.2949  0.3343
S  4.2600  2.0143  -0.5050
O  5.4631  2.3202  0.1922
O  4.3265  1.3590  -1.7932
O  3.2279  1.3190  0.3396
C  -0.7469  4.8785  0.9068
C  -1.4468  3.8765  0.0328
C  -2.3758  4.2779  -0.9260
C  -2.9938  3.3540  -1.7508
C  -2.6814  2.0065  -1.6144
C  -1.7722  1.5837  -0.6558
C  -1.1601  2.5208  0.1583
S  -3.3930  0.8582  -2.7476
O  -3.2704  -0.4556  -2.1679
O  -4.6649  1.3669  -3.1594
N  -2.4622  0.8530  -4.0970
C  -1.1181  0.2849  -4.0416
C  0.0137  1.2826  -3.7150
C  1.0334  0.5330  -2.8964
O  1.6741  -0.4147  -3.3429
O  1.1314  0.9070  -1.6534
H  -1.1839  5.8710  0.8059
H  0.3099  4.9427  0.6419
H  -0.8008  4.5837  1.9556
H  -2.6185  5.3289  -1.0267
H  -3.7242  3.6672  -2.4855
H  -1.5196  0.5365  -0.5636
H  -0.4269  2.1878  0.8831
H  -2.5962  1.6962  -4.6397
H  -0.9141  -0.2282  -4.9799
H  -1.1476  -0.4876  -3.2761
H  -0.3661  2.1150  -3.1253
H  0.4834  1.6617  -4.6221
C  -1.7885  -2.2846  3.2995
Si  -0.7508  -0.7353  3.4628
C  -1.8342  0.7833  3.4480
C  0.2982  -0.7989  5.0036
C  0.3649  -0.6702  1.9960
C  1.0751  -0.5940  1.0126
H  -2.4760  -2.3901  4.1416
H  -1.1529  -3.1726  3.2691
H  -2.3805  -2.2574  2.3818
H  -2.5166  0.7756  4.3013
H  -2.4320  0.8362  2.5361
H  -1.2335  1.6931  3.5066
H  -0.3263  -0.8404  5.8987
H  0.9345  0.0849  5.0739
H  0.9464  -1.6770  4.9999

Forces on atoms 1 to 3 (eV/Å):
-0.27 -0.12 -0.03
-0.05 0.10 -0.11
-0.14 -0.05 0.12

Atom charges from the natural (NBO) analysis, given in e for atoms 1 to 4: atom 1 (Bi): 1.94, atom 2 (O): -0.67, atom 3 (C): 0.80, atom 4 (O): -0.60

---

Entry 3:
The following is a quantum chemistry calculation of C23H26F6GeNOPSbY as an isolated structure, from the OMol25 dataset.

Strongest force on any atom ... 0.7 eV/Å
Total charge ... +1
Expectation value of S² ... 0.753
Orbital gap (alpha / beta) ... 7.633 / 7.897 eV
Relative energy (zero: lowest compared OMol25 entry of this formula, charge and spin) ... 0.0 kJ/mol
Spin multiplicity ... 2

Cartesian coordinates (Å):
Y  0.5343  1.5243  0.3592
O  1.1681  1.8790  2.7418
N  0.1890  0.9571  3.1835
C  0.4303  -0.2118  2.7399
C  -0.5940  -1.2628  2.9264
C  -0.9421  -1.7088  4.1923
C  -1.9614  -2.6382  4.3359
C  -2.6431  -3.1014  3.2203
C  -2.3025  -2.6473  1.9543
C  -1.2613  -1.7406  1.7908
P  -0.7508  -1.1211  0.1463
C  0.2950  -2.4423  -0.5314
C  1.5536  -2.1213  -1.0344
C  2.3723  -3.1155  -1.5534
C  1.9372  -4.4305  -1.5700
C  0.6810  -4.7565  -1.0698
C  -0.1378  -3.7687  -0.5513
C  -2.2616  -1.0971  -0.8534
C  -3.3858  -0.4261  -0.3715
C  -4.5115  -0.3038  -1.1684
C  -4.5198  -0.8433  -2.4488
C  -3.3998  -1.5024  -2.9330
C  -2.2678  -1.6285  -2.1403
H  0.9614  2.6897  3.2311
H  1.3625  -0.4161  2.1948
H  -0.4244  -1.3215  5.0596
H  -2.2362  -2.9844  5.3226
H  -3.4519  -3.8098  3.3370
H  -2.8679  -2.9795  1.0926
H  1.9054  -1.0948  -1.0084
H  3.3508  -2.8622  -1.9390
H  2.5753  -5.2070  -1.9701
H  0.3412  -5.7833  -1.0824
H  -1.1135  -4.0308  -0.1637
H  -3.3825  0.0023  0.6249
H  -5.3813  0.2180  -0.7930
H  -5.4005  -0.7490  -3.0693
H  -3.4039  -1.9212  -3.9303
H  -1.3945  -2.1413  -2.5233
F  -1.4995  2.2853  1.4392
Sb  -1.9824  3.5846  0.0370
F  -0.0029  3.8022  0.1529
F  -2.2338  4.8759  1.3257
F  -2.0594  4.6770  -1.4418
F  -3.7195  2.9680  -0.0318
F  -1.3177  2.0743  -1.0556
C  3.4282  4.3132  0.2722
Ge  3.4319  2.7468  -0.9156
C  2.1300  3.0183  -2.3813
C  5.2169  2.4608  -1.6543
C  2.7450  1.1968  0.0718
H  3.6505  5.2044  -0.3155
H  4.1953  4.2094  1.0387
H  2.4623  4.4604  0.7564
H  2.3115  3.9746  -2.8724
H  1.0835  3.0364  -2.0558
H  2.2387  2.2327  -3.1295
H  5.5561  3.3538  -2.1791
H  5.2165  1.6265  -2.3547
H  5.9241  2.2434  -0.8545
H  3.5635  0.5539  0.3998

Forces on atoms 1 to 3 (eV/Å):
-0.12 0.24 0.34
0.07 0.00 -0.18
-0.27 -0.11 0.08

Atom charges from the natural (NBO) analysis, given in e for atoms 1 to 4: atom 1 (Y): 1.99, atom 2 (O): -0.60, atom 3 (N): -0.08, atom 4 (C): 0.00

---

Entry 4:
The following is a quantum chemistry calculation of C23H26F6N2P2SSc as an isolated structure, from the OMol25 dataset.

Strongest force on any atom ... 0.7 eV/Å
Total charge ... +2
Expectation value of S² ... 0.783
Orbital gap (alpha / beta) ... 7.802 / 6.130 eV
Relative energy (zero: lowest compared OMol25 entry of this formula, charge and spin) ... 6.3 kJ/mol
Spin multiplicity ... 2

Cartesian coordinates (Å):
Sc  -1.1784  0.2851  -0.0601
C  1.4854  -3.5390  0.0324
C  2.5714  -2.8098  -0.7118
C  3.5964  -3.5080  -1.3363
C  4.6106  -2.8428  -2.0132
C  4.6270  -1.4573  -2.0779
C  3.6207  -0.7349  -1.4591
C  2.6040  -1.4077  -0.7824
P  1.3137  -0.4839  0.0425
C  1.3158  1.2549  -0.4534
C  1.7521  2.2873  0.3933
C  1.6474  3.6039  -0.0019
C  1.0920  3.9118  -1.2412
C  0.6510  2.9060  -2.0804
C  0.7514  1.5647  -1.7116
C  0.3207  0.4925  -2.6806
C  1.6129  -0.4135  1.8227
C  2.8693  -0.3014  2.3745
C  3.0062  0.0466  3.7221
C  1.8804  0.3305  4.4994
C  0.6166  0.2006  3.9715
C  0.4444  -0.2591  2.6386
C  -0.8279  -0.6541  2.1724
H  1.5510  -4.6115  -0.1355
H  0.4920  -3.2144  -0.2915
H  1.5633  -3.3715  1.1106
H  3.5969  -4.5896  -1.2948
H  5.3940  -3.4121  -2.4953
H  5.4186  -0.9417  -2.6037
H  3.6282  0.3483  -1.5009
H  2.1800  2.0519  1.3582
H  1.9962  4.3935  0.6495
H  1.0020  4.9439  -1.5524
H  0.2246  3.1590  -3.0429
H  -0.3109  0.9068  -3.4633
H  -0.2269  -0.3487  -2.2213
H  1.1907  0.0234  -3.1457
H  3.7475  -0.4458  1.7560
H  3.9936  0.1364  4.1549
H  2.0069  0.6343  5.5295
H  -0.2550  0.3741  4.5895
H  -1.6782  -0.5642  2.8395
H  -0.8577  -1.5195  1.5022
F  -2.1448  1.8545  -1.1928
P  -2.7659  2.7208  0.1857
F  -3.2250  3.2847  1.5510
F  -4.1534  2.7843  -0.5187
F  -3.1154  1.1208  0.7036
F  -2.2111  4.0414  -0.4038
F  -1.2479  2.3244  0.8141
C  -6.3204  -1.1606  0.0000
N  -4.9079  -1.5190  -0.1029
C  -4.0864  -1.0340  -1.0072
N  -4.5123  -0.1563  -1.8988
S  -2.4322  -1.6140  -1.0631
H  -6.7532  -1.7093  0.8298
H  -6.8551  -1.4357  -0.9102
H  -6.4301  -0.0926  0.1926
H  -4.5354  -2.2194  0.5185
H  -5.4618  0.1847  -1.9026
H  -3.8819  0.2006  -2.5969

Forces on atoms 1 to 3 (eV/Å):
-0.02 0.69 -0.09
0.02 0.02 0.00
0.00 0.01 0.01

Atom charges from the natural (NBO) analysis, given in e for atoms 1 to 4: atom 1 (Sc): 1.39, atom 2 (C): -0.65, atom 3 (C): 0.04, atom 4 (C): -0.20